Entry 1:
Here is a single C22H27N3O2 molecule from OMol25. Energies are from the ωB97M-V functional and the def2-TZVPD basis.

As for the HOMO energy: -0.2726 hartree. As for the charge: 0. Its spin multiplicity is 1. Its SMILES is O=C(CN1CCN(c2ccc(O)cc2)CC1)N[C@H]1CCCc2ccccc21. The lowest unoccupied orbital energy comes out at 0.024 Ha. As for the relative energy (zero: lowest compared OMol25 entry of this formula, charge and spin): 32.4 kcal per mole. The calculation puts the total energy at -1169.30197 a.u.

```
54
Properties=species:S:1:pos:R:3:forces:R:3
O 3.65483 -2.00375 -0.26625 0.38 -0.25 -0.04
C 2.88421 -1.06891 -0.19395 -0.03 0.37 0.13
N 1.56657 -1.14945 -0.43716 -0.43 -0.04 -0.02
H 1.02186 -0.30439 -0.34296 0.12 0.08 0.04
C 0.89673 -2.37216 -0.84592 0.19 -0.24 0.17
C 0.24304 -2.13781 -2.18751 -0.05 -0.03 -0.07
C 1.06292 -2.00382 -3.30326 -0.05 0.00 -0.08
C 0.52913 -1.74939 -4.55115 0.15 -0.01 0.00
C -0.84326 -1.62253 -4.69380 -0.14 0.02 -0.03
C -1.66195 -1.74912 -3.58861 0.04 0.03 -0.10
C -1.13549 -2.00291 -2.32602 0.03 -0.05 -0.04
C -2.06532 -2.16266 -1.15586 -0.02 0.06 0.21
C -1.35542 -1.96874 0.17788 -0.03 -0.28 -0.12
C -0.10123 -2.83200 0.21761 0.05 0.17 -0.05
H -0.36908 -3.87272 0.02468 -0.02 -0.08 0.02
H 0.37527 -2.78202 1.19839 0.06 -0.07 -0.02
H -2.02688 -2.23981 0.99363 0.00 0.10 0.04
H -1.09120 -0.91722 0.30617 -0.04 0.06 0.06
H -2.89476 -1.45766 -1.24533 -0.03 -0.05 -0.04
H -2.49208 -3.17093 -1.19344 -0.06 0.02 0.04
H -2.73289 -1.64945 -3.69856 -0.12 0.02 -0.01
H -1.27285 -1.42500 -5.66500 -0.04 0.02 -0.08
H 1.17717 -1.65268 -5.40951 0.06 0.00 -0.07
H 2.13156 -2.10601 -3.17853 0.14 -0.01 0.01
H 1.69872 -3.11339 -0.94786 -0.19 0.12 -0.02
C 3.34472 0.35099 0.14235 0.12 -0.07 0.03
N 2.29973 1.11787 0.78373 0.13 0.18 -0.12
C 2.44670 2.55679 0.67895 -0.14 0.08 0.00
C 1.07789 3.19840 0.96977 0.14 0.25 -0.05
N 0.38090 2.47163 2.01294 0.28 0.07 0.08
C -0.91600 2.03241 1.81289 -0.33 -0.02 0.03
C -1.41728 0.85954 2.38751 0.13 0.14 -0.01
C -2.73531 0.48495 2.22165 -0.42 0.13 -0.17
C -3.59890 1.25492 1.45445 0.27 0.09 0.04
C -3.11925 2.42321 0.87950 -0.12 -0.18 0.02
C -1.80704 2.81110 1.06585 0.09 -0.07 -0.02
H -1.48126 3.74664 0.63897 0.05 0.09 -0.02
H -3.78133 3.04613 0.29150 -0.05 0.06 -0.04
O -4.89097 0.83443 1.29616 -0.19 -0.06 -0.02
H -5.37360 1.47895 0.76598 0.07 -0.08 0.06
H -3.11018 -0.41809 2.67640 -0.03 -0.14 0.05
H -0.77912 0.21513 2.97018 0.11 -0.07 0.06
C 1.28768 1.79637 2.90393 0.07 -0.10 -0.02
C 2.09969 0.71549 2.17019 -0.15 -0.08 0.18
H 1.56640 -0.23942 2.16820 0.05 -0.03 0.08
H 3.06139 0.56465 2.69034 -0.05 0.01 -0.04
H 1.96766 2.55626 3.30590 -0.04 -0.12 0.06
H 0.74411 1.37167 3.74649 0.08 0.05 0.01
H 1.21914 4.24812 1.26302 0.00 -0.01 -0.15
H 0.48018 3.16994 0.05706 0.05 0.00 0.05
H 2.74741 2.81169 -0.33901 0.03 0.02 0.07
H 3.21844 2.94770 1.36278 0.00 -0.01 -0.07
H 3.60273 0.82584 -0.80934 0.01 -0.02 0.05
H 4.26589 0.28122 0.74402 -0.12 -0.06 -0.10
```
Forces are in eV/Å.

So, what does the Löwdin scheme give us? The charges, in e, come out as: O 0.054; C -0.486; N 0.118; H 0.139; C -0.249; C -0.122; C -0.026; C -0.086; C -0.089; C -0.043; C -0.168; C -0.138; C -0.191; C -0.126; H 0.124; H 0.116; H 0.110; H 0.097; H 0.117; H 0.127; H 0.111; H 0.100; H 0.100; H 0.118; H 0.151; C -0.101; N -0.182; C -0.165; C -0.140; N -0.104; C -0.231; C -0.033; C -0.031; C -0.333; C -0.026; C -0.024; H 0.105; H 0.113; O 0.039; H 0.101; H 0.118; H 0.102; C -0.144; C -0.146; H 0.111; H 0.126; H 0.122; H 0.118; H 0.123; H 0.113; H 0.122; H 0.123; H 0.132; H 0.132

=====

Entry 2:
Here is a molecular structure, C22H27N3O5S in a non-equilibrium geometry from OMol25. Energies are from the ωB97M-V functional and the def2-TZVPD basis.

As for the HOMO energy: -0.3133 hartree. As for the charge: 0. Its spin multiplicity is 1. The lowest unoccupied orbital energy comes out at -0.024 Ha. As for the relative energy (zero: lowest compared OMol25 entry of this formula, charge and spin): 618.7 kcal per mole. The calculation puts the total energy at -1792.28071 a.u.

```
58
Properties=species:S:1:pos:R:3:forces:R:3
C 3.63981 0.82204 5.06423 2.77 3.24 -1.82
H 4.18160 0.47236 4.14388 -0.09 -0.33 1.31
O 2.80298 1.89186 4.44022 7.42 1.19 8.85
C 1.90677 1.70460 3.63864 0.06 5.71 1.38
C 1.73272 0.64404 3.08587 -0.66 -18.74 -4.19
C 0.71886 0.28865 2.25736 -2.11 -1.51 -1.30
C -0.09543 1.32083 1.97562 -1.04 0.66 -6.15
C 0.23545 2.63200 2.26603 6.61 -7.38 5.32
C 1.24238 2.76432 3.24026 -4.85 5.56 -2.22
H 1.28282 3.73638 3.75730 0.68 -0.54 -0.31
H -0.39136 3.23429 1.99373 -6.16 7.52 -2.90
C -0.97406 1.10884 0.63199 -6.06 2.25 6.11
N -1.67316 2.58958 0.23577 1.65 -7.04 -1.40
S -3.32303 2.22269 -0.23914 5.64 5.57 1.73
O -3.94710 2.15247 0.95163 -3.92 -3.15 7.48
O -3.58415 3.44377 -0.80732 -1.30 4.53 -5.05
C -3.59029 0.99054 -1.17047 -0.36 -10.85 -2.97
C -3.90250 -0.33641 -0.64498 -0.11 3.27 -3.50
C -4.01357 -1.45351 -1.73522 -3.98 -1.28 18.13
C -3.71734 -1.41245 -2.86841 5.41 2.99 -18.70
C -3.25606 -0.01682 -3.48958 -2.77 -6.32 10.21
C -3.19782 0.84965 -2.53107 0.82 8.53 -2.43
H -2.99543 1.89097 -3.04718 0.01 -1.36 1.42
H -3.16093 -0.12605 -4.40619 1.44 0.53 -8.39
H -3.60845 -2.14475 -3.82660 -0.91 0.77 3.23
H -4.32957 -2.37971 -1.23209 0.08 0.19 -0.34
H -4.15611 -0.24128 0.40898 -0.17 -1.41 -0.08
C -0.75130 2.71787 -0.96803 2.48 2.61 5.61
H -1.32924 3.36710 -1.41240 -2.22 3.24 -4.29
H -0.05752 3.42464 -0.33604 -0.01 -1.39 -2.00
C -0.13458 1.47603 -1.54315 -4.47 2.20 -0.05
N -0.48537 0.59112 -0.54843 -0.54 -6.17 0.79
C -0.74077 -0.86597 -0.74855 1.58 4.54 2.37
O -1.26240 -1.43632 0.16740 -0.40 -1.43 -0.45
C -0.04313 -1.37295 -1.90891 0.10 -4.11 -4.93
N 1.22161 -2.20602 -1.80036 2.83 10.61 -3.12
C 1.21640 -3.04591 -0.87865 -5.81 -12.98 9.19
C 2.39866 -4.00587 -0.53628 1.96 12.39 -12.41
H 2.53626 -4.68157 0.03590 0.20 -8.78 7.45
O 3.60213 -3.09815 -0.23842 -2.00 1.18 -0.59
C 3.42736 -1.86073 -1.06316 15.13 -5.47 -1.52
C 2.26962 -1.31839 -1.07373 -8.62 11.71 -2.91
H 2.39144 -0.29573 -1.89757 -0.08 -2.74 2.02
H 2.02504 -0.56609 -0.13985 -0.48 -2.80 -1.61
H 4.50892 -1.19337 -0.81609 -3.66 -1.53 -0.18
H 3.72421 -2.10796 -2.22183 -0.67 -0.15 2.49
H 2.65967 -4.16011 -1.63356 0.06 -1.63 1.14
H 0.24611 -3.74680 -1.07706 1.83 0.31 0.21
H 0.90996 -2.83439 0.12437 -0.50 1.72 1.02
H -0.61571 -2.30420 -2.28489 -0.34 1.81 0.23
H 0.10837 -0.67646 -2.82177 -0.32 -1.00 1.95
H -0.57469 1.32940 -2.50153 -0.65 -0.74 -0.75
H 0.81813 1.64256 -1.70651 5.11 0.53 -0.43
H -2.05810 0.52444 1.17935 3.42 1.09 -2.22
H 0.35745 -0.71483 1.77672 1.57 1.61 1.41
H 2.18758 -0.64857 3.41714 -0.33 4.54 -0.41
H 4.43715 1.39313 5.77689 -2.25 -1.28 -1.79
H 3.17969 0.02517 5.58575 -1.06 -0.50 0.37
```
Forces are in eV/Å.

So, what does the Löwdin scheme give us? The charges, in e, come out as: C -0.006; H 0.094; O -0.014; C -0.578; C -0.070; C -0.062; C -0.147; C 0.025; C 0.058; H 0.145; H 0.015; C -0.173; N -0.075; S 0.455; O -0.211; O -0.232; C -0.329; C 0.111; C -0.138; C -0.103; C 0.010; C -0.137; H 0.162; H 0.017; H 0.174; H 0.126; H 0.111; C -0.145; H 0.043; H 0.165; C -0.160; N -0.014; C -0.391; O 0.091; C -0.070; N -0.073; C -0.403; C -0.014; H 0.017; O -0.158; C -0.318; C -0.269; H 0.201; H 0.185; H 0.205; H 0.167; H 0.140; H 0.180; H 0.112; H 0.157; H 0.158; H 0.109; H 0.073; H 0.210; H 0.148; H 0.229; H 0.140; H 0.059

=====

Entry 3:
Here is a single C22H27N3O7S molecule in a non-equilibrium geometry from OMol25. Energies are from the ωB97M-V functional and the def2-TZVPD basis.

As for the HOMO energy: -0.3190 hartree. As for the charge: 0. Its spin multiplicity is 1. Its SMILES is Cc1ccc(NC(=O)COC(=O)[C@H](C)N2C(=O)[C@H]3CC=CC[C@H]3C2=O)cc1S(=O)(=O)N(C)C. The lowest unoccupied orbital energy comes out at 0.019 Ha. As for the relative energy (zero: lowest compared OMol25 entry of this formula, charge and spin): 3.6 kcal per mole. The calculation puts the total energy at -1943.73504 a.u.

```
60
Properties=species:S:1:pos:R:3:forces:R:3
C 5.13430 0.81841 -1.56769 0.16 -0.05 -0.04
C 3.72487 1.18094 -1.22202 0.18 -0.02 -0.05
C 2.92588 0.43556 -0.36626 0.10 -0.25 0.22
C 1.63224 0.81655 -0.06546 -0.33 0.27 -0.06
C 1.07476 1.95340 -0.63858 0.47 -0.17 -0.08
C 1.85942 2.72027 -1.49963 -0.02 0.11 -0.07
C 3.15597 2.33292 -1.76962 -0.05 -0.27 0.17
H 3.75516 2.93559 -2.43616 0.07 0.06 -0.07
H 1.44633 3.60560 -1.95374 0.00 0.02 0.01
N -0.25461 2.24875 -0.32790 -0.09 -0.31 0.38
C -1.04120 3.20218 -0.87516 -0.52 -0.30 0.22
O -0.69265 4.03704 -1.67959 0.01 0.24 -0.14
C -2.48640 3.19001 -0.36510 -0.02 0.68 -0.05
H -3.12821 3.58026 -1.15993 0.19 -0.09 0.10
H -2.55486 3.85284 0.50735 0.04 -0.10 -0.23
O -2.96073 1.89568 -0.00740 0.09 -0.11 -0.36
C -3.40169 1.72696 1.24589 -0.13 -0.09 0.23
O -3.38733 2.57664 2.09070 -0.05 -0.06 0.04
C -3.99198 0.33325 1.45049 -0.02 0.10 0.26
N -3.32931 -0.64867 0.61674 -0.09 0.35 0.27
C -1.96630 -0.79401 0.56555 -0.19 -0.36 -0.18
O -1.19700 -0.06814 1.15306 0.22 0.07 0.30
C -1.64330 -1.95641 -0.34082 0.23 -0.04 -0.10
C -0.57678 -1.57398 -1.38958 0.00 -0.05 0.14
C -0.69624 -2.44179 -2.60369 0.09 0.00 0.04
C -1.89188 -2.68511 -3.11604 -0.10 -0.02 -0.05
C -3.09356 -2.09697 -2.44278 0.00 -0.12 0.13
H -4.02404 -2.50996 -2.82946 0.00 0.10 0.02
H -3.10953 -1.01413 -2.60546 -0.09 0.06 -0.03
C -2.99791 -2.37025 -0.92838 -0.13 -0.12 -0.20
C -4.02045 -1.53384 -0.19480 0.12 -0.26 -0.07
O -5.21767 -1.56687 -0.28148 -0.20 -0.03 -0.05
H -3.20909 -3.42967 -0.76315 -0.02 0.12 0.05
H -2.03812 -3.29685 -3.99132 0.08 -0.10 -0.16
H 0.21064 -2.83577 -3.03190 0.10 -0.11 -0.16
H -0.72860 -0.53089 -1.68807 0.05 0.09 0.03
H 0.41411 -1.66000 -0.94531 -0.13 0.14 -0.05
H -1.22664 -2.75853 0.27536 -0.08 0.07 0.04
C -3.94148 -0.05910 2.92460 -0.04 0.10 -0.15
H -4.40191 0.72408 3.51934 -0.02 0.00 0.07
H -4.47409 -0.99331 3.08160 -0.05 -0.06 -0.02
H -2.90808 -0.17321 3.24303 0.05 0.01 0.04
H -5.03524 0.36665 1.10529 0.22 0.03 0.02
H -0.67083 1.59798 0.33404 -0.11 0.17 -0.18
H 1.06139 0.20415 0.61318 -0.22 0.03 0.06
S 3.34504 -1.11033 0.44723 -0.02 0.16 0.33
O 4.67809 -1.57060 0.16175 -0.03 0.25 0.05
O 2.27366 -2.03123 0.18347 -0.16 -0.03 0.18
N 3.21277 -0.63214 2.06363 -0.12 -0.15 -1.07
C 3.01258 -1.74678 2.96344 -0.10 -0.44 0.02
H 2.26120 -2.39239 2.51567 -0.05 -0.12 0.22
H 2.65135 -1.37193 3.92111 0.01 0.02 -0.04
H 3.93320 -2.32104 3.11938 -0.02 -0.01 0.06
C 4.31042 0.23325 2.42640 0.36 0.22 0.05
H 5.26875 -0.29905 2.41466 0.00 0.06 0.06
H 4.35033 1.04939 1.70722 0.13 0.17 0.10
H 4.13167 0.63991 3.42087 -0.04 0.03 -0.03
H 5.24574 0.74954 -2.64858 0.05 -0.01 -0.07
H 5.81391 1.59404 -1.21509 0.08 0.03 0.00
H 5.41395 -0.12889 -1.12088 0.16 0.11 -0.13
```
Forces are in eV/Å.

So, what does the Löwdin scheme give us? The charges, in e, come out as: C -0.037; C -0.246; C -0.223; C -0.014; C -0.186; C 0.019; C -0.021; H 0.120; H 0.104; N 0.160; C -0.428; O 0.079; C -0.041; H 0.145; H 0.139; O 0.016; C -0.439; O 0.141; C -0.190; N 0.093; C -0.348; O 0.100; C -0.132; C -0.115; C -0.079; C -0.093; C -0.123; H 0.122; H 0.135; C -0.152; C -0.370; O 0.133; H 0.165; H 0.102; H 0.107; H 0.132; H 0.082; H 0.170; C -0.003; H 0.087; H 0.089; H 0.088; H 0.168; H 0.111; H 0.100; S 0.698; O -0.290; O -0.298; N -0.341; C -0.101; H 0.078; H 0.093; H 0.094; C -0.103; H 0.093; H 0.085; H 0.095; H 0.089; H 0.090; H 0.050

=====

Entry 4:
Here is 2 unconnected molecules or ions with the total composition C22H27N4O7 in a non-equilibrium geometry from OMol25. Energies are from the ωB97M-V functional and the def2-TZVPD basis.

As for the HOMO energy: -0.1250 hartree. As for the charge: -1. Its spin multiplicity is 1. The lowest unoccupied orbital energy comes out at -0.019 Ha. As for the relative energy (zero: lowest compared OMol25 entry of this formula, charge and spin): 0.0 kcal per mole. The calculation puts the total energy at -1599.99872 a.u.

```
60
Properties=species:S:1:pos:R:3:forces:R:3
C 4.44094 -0.27715 0.91334 0.07 0.17 0.26
C 3.20893 0.54536 0.60866 -0.51 -0.38 0.23
O 2.17898 0.08254 1.50587 1.46 0.20 -0.74
C 1.01385 0.77603 1.45059 -2.03 -0.25 2.28
C 0.17096 0.42850 2.59125 0.55 1.55 -1.44
C -1.10774 1.04469 2.81146 0.41 -0.89 0.07
O -1.89785 0.49918 3.61202 -0.34 0.32 0.36
C -1.59862 2.33898 2.16306 0.50 -0.07 0.10
C -2.41493 2.11634 0.88966 -0.03 0.36 -0.18
C -3.66671 1.22470 1.05629 -0.20 0.37 -0.30
C -3.58034 -0.17065 0.41090 -0.25 -0.09 -0.12
C -3.54886 -1.34865 1.39960 -0.05 -0.25 0.18
C -2.56276 -2.46377 1.01362 0.08 0.13 0.09
C -1.12832 -2.18456 1.46607 0.11 0.21 -0.34
C -0.86522 -2.45475 2.94378 -0.01 -0.10 0.07
C 0.53745 -2.02278 3.37484 0.16 0.21 0.22
C 0.71666 -0.51114 3.62714 -0.23 -0.02 0.20
O 0.76391 1.54240 0.52430 0.24 0.27 -0.83
H 5.21950 -0.07293 0.17674 0.03 -0.07 -0.01
H 4.82579 -0.01289 1.90629 -0.05 -0.14 -0.16
H 4.20005 -1.34373 0.90199 0.06 0.14 -0.06
H 3.38853 1.62063 0.76258 -0.14 -0.27 -0.12
H 2.87392 0.36030 -0.41794 0.12 0.37 0.36
H -2.23937 2.81669 2.91894 0.16 -0.12 -0.11
H -0.74049 2.99493 1.95404 -0.28 -0.15 -0.08
H -2.75798 3.10823 0.54799 0.20 -0.20 0.02
H -1.73648 1.73920 0.11056 -0.23 -0.04 0.15
H -3.90793 1.14510 2.12465 0.05 -0.07 -0.23
H -4.50785 1.75654 0.57437 0.23 -0.14 0.26
H -4.46703 -0.29734 -0.23511 0.32 -0.04 0.07
H -2.71827 -0.21256 -0.27084 -0.06 0.01 0.24
H -3.30597 -0.97712 2.40526 0.04 -0.09 -0.24
H -4.55681 -1.78594 1.46415 0.13 0.13 0.03
H -2.90306 -3.41269 1.44840 0.06 -0.01 -0.10
H -2.54934 -2.58086 -0.07692 -0.22 -0.08 0.03
H -0.42862 -2.79022 0.86565 -0.11 0.03 0.15
H -0.86909 -1.13428 1.24851 -0.17 -0.39 0.04
H -1.61603 -1.94742 3.56721 0.22 -0.02 -0.16
H -0.96694 -3.53569 3.12912 -0.07 0.09 -0.07
H 0.78822 -2.54185 4.30879 0.10 -0.04 -0.07
H 1.28455 -2.32944 2.62610 -0.22 -0.08 0.04
H 1.79487 -0.30583 3.69892 -0.25 -0.16 0.27
H 0.23408 -0.23985 4.58347 0.17 -0.22 -0.27
N 1.91497 2.47205 -7.90557 -0.09 -1.16 2.50
C 1.86668 1.99758 -6.83466 0.55 1.24 -2.42
C 1.76628 1.44239 -5.52030 0.54 0.09 1.03
C 2.83222 1.15916 -4.67049 -1.28 0.21 -1.02
C 2.60778 0.52429 -3.41360 -2.16 0.06 -0.28
N 3.71160 -0.21459 -2.89083 2.39 -1.83 1.99
O 4.83452 -0.09062 -3.43492 -2.12 0.04 0.83
O 3.51229 -1.00875 -1.93700 0.17 1.70 -2.34
C 1.31161 0.34531 -2.88278 1.75 -0.27 -0.11
C 0.26481 0.60403 -3.76071 -1.95 -0.13 -0.90
N -1.06810 0.15994 -3.72106 0.71 0.08 0.20
O -1.74830 -0.38358 -2.86342 1.06 0.95 -1.67
O -1.58526 0.38175 -5.03270 0.43 0.35 0.89
N -0.64176 1.00735 -5.87108 1.04 -0.47 2.54
C 0.44839 1.10795 -5.07167 -1.20 -0.71 -1.38
H 3.84393 1.35829 -4.98253 0.08 -0.10 -0.04
H 1.12969 -0.04881 -1.89207 0.10 -0.21 0.06
```
Forces are in eV/Å.

So, what does the Löwdin scheme give us? The charges, in e, come out as: C -0.080; C -0.237; O -0.053; C -0.494; C -0.150; C -0.399; O -0.050; C -0.137; C -0.200; C -0.198; C -0.200; C -0.206; C -0.214; C -0.216; C -0.214; C -0.201; C -0.176; O 0.007; H 0.067; H 0.076; H 0.079; H 0.128; H 0.070; H 0.113; H 0.105; H 0.098; H 0.092; H 0.103; H 0.095; H 0.100; H 0.087; H 0.089; H 0.100; H 0.100; H 0.098; H 0.110; H 0.100; H 0.105; H 0.102; H 0.095; H 0.101; H 0.102; H 0.112; N 0.165; C -0.163; C -0.146; C 0.086; C -0.112; N -0.302; O 0.053; O 0.058; C 0.158; C -0.072; N -0.127; O 0.116; O 0.039; N 0.157; C -0.190; H 0.130; H 0.139

=====

| no. | Kohn-Sham gap (eV) |
| --- | --- |
| 1 | 8.07 |
| 2 | 7.87 |
| 3 | 9.21 |
| 4 | 2.89 |